1.
The following is a DFT calculation (ωB97M-V with the def2-TZVPD basis set) of a structure of composition C2H3I2NO2.

Last column: Mulliken charge in e.
Positions of all 10 atoms, in Å:
C -1.03049 -0.19435 1.04884  -1.13
C 0.44117 0.12853 1.08996  -0.17
N 0.90199 -0.07554 -3.02146  0.60
O 1.47177 0.76260 -2.32983  -0.31
O -0.20127 -0.50426 -2.85370  -0.37
I 1.22264 1.78067 0.26941  0.21
I 1.54549 -1.03635 2.54164  0.06
H -1.49562 -0.19106 2.06446  0.35
H -1.64540 0.46139 0.53231  0.41
H -1.21030 -1.13163 0.65837  0.36

Forces on the atoms, in the same order (eV/Å):
C 0.9 0.9 2.7
C -0.4 -1.2 1.1
N -0.7 1.2 1.9
O 0.1 -1.2 -1.8
O 0.7 -0.2 -0.6
I 0.1 0.5 0.4
I -0.5 0.8 -1.0
H 0.6 -0.1 -0.4
H -0.6 1.6 -1.4
H -0.2 -2.3 -0.9

The value obtained for the HOMO energy (spin up / spin down) is -9.5 / -7.8 eV. The largest force on an atom is 2.951 eV/A. For the relative energy (zero: lowest compared OMol25 entry of this formula, charge and spin), the calculation gives 5.0630 eV. The calculation puts the HOMO-LUMO gap (spin up / spin down) at 9.014 / 5.459 eV.

=====

2.
The following is a DFT calculation (ωB97M-V with the def2-TZVPD basis set) of a structure of composition C2H3I3.

Last column: Mulliken charge in e.
Positions of all 8 atoms, in Å:
C 0.87397 -0.02741 0.02904  -1.16
C -0.61618 0.03746 -0.04619  -0.51
I -1.32920 -2.02859 -0.48178  0.03
I -1.35287 0.71565 1.99311  0.27
I -1.35096 1.53752 -1.37755  0.19
H 1.11355 0.98246 0.24183  0.41
H 1.32760 -0.88812 0.61413  0.38
H 1.33408 -0.32897 -0.97258  0.37

Forces on the atoms, in the same order (eV/Å):
C 1.2 -2.0 -2.1
C 0.2 -2.6 -1.5
I 0.0 0.5 0.0
I -0.9 0.8 1.7
I -0.1 0.2 0.1
H 1.3 0.8 0.7
H -1.0 1.5 0.3
H -0.8 0.9 0.8

The value obtained for the HOMO energy (spin up / spin down) is -6.6 / -9.3 eV. As for the expectation value of S²: 2.01. The largest force on an atom is 3.141 eV/A. For the relative energy (zero: lowest compared OMol25 entry of this formula, charge and spin), the calculation gives 0.9751 eV. The calculation puts the HOMO-LUMO gap (spin up / spin down) at 6.632 / 5.445 eV. Its spin multiplicity is 3.

=====

3.
The following is a DFT calculation (ωB97M-V with the def2-TZVPD basis set) of an isolated molecule of C2H3IN2.

Last column: Mulliken charge in e.
Positions of all 8 atoms, in Å:
C -0.75001 -0.56968 -0.04302  -1.21
C 0.46294 0.37175 0.05989  0.60
I 2.25400 -0.78827 -0.00162  0.01
N 0.56901 1.69747 0.61830  -0.24
N 0.52724 1.62889 -0.60141  -0.25
H -0.62147 -1.34145 -0.85573  0.31
H -1.61527 -0.08465 -0.13648  0.43
H -0.82646 -0.91405 0.96007  0.35

Forces on the atoms, in the same order (eV/Å):
C 3.7 -0.8 0.2
C 0.1 -1.6 -1.1
I 0.1 0.1 0.1
N -0.6 -0.1 0.6
N 0.1 0.7 -0.7
H 0.0 0.8 1.2
H -3.4 2.4 -1.0
H 0.0 -1.5 0.7

The value obtained for the HOMO energy is -9.6 eV. The largest force on an atom is 4.305 eV/A. For the relative energy (zero: lowest compared OMol25 entry of this formula, charge and spin), the calculation gives 1.0733 eV. The calculation puts the HOMO-LUMO gap at 9.809 eV. As for the SMILES: CC1(I)N=N1.

=====

4.
The following is a DFT calculation (ωB97M-V with the def2-TZVPD basis set) of a cluster of 2 separate species, C2H3IN2O in total.

Last column: Mulliken charge in e.
Positions of all 9 atoms, in Å:
C -0.17377 0.67989 0.23971  0.10
N 0.04905 0.10472 -0.84860  -0.14
N -0.80868 -0.93646 -0.97215  -0.51
C -1.52227 -0.93479 0.10861  0.02
O -1.16505 0.08363 0.92284  -0.29
H 0.44774 1.51316 0.72262  0.35
H -2.25984 -1.55524 0.43399  0.44
I 3.28876 0.20425 0.15012  -0.10
H 2.14406 0.84083 -0.75714  0.12

Forces on the atoms, in the same order (eV/Å):
C 0.7 1.9 2.5
N 1.2 0.2 -2.2
N -1.2 -1.1 0.3
C 2.5 2.0 -1.2
O -0.4 0.1 0.8
H -1.5 -1.4 -0.8
H -1.9 -1.6 0.6
I 0.5 -0.1 0.2
H 0.0 0.0 -0.3

The value obtained for the HOMO energy is -9.8 eV. The largest force on an atom is 3.393 eV/A. For the relative energy (zero: lowest compared OMol25 entry of this formula, charge and spin), the calculation gives 1.2989 eV. The calculation puts the HOMO-LUMO gap at 10.577 eV. As for the SMILES: c1nnco1.I.

=====

5.
The following is a DFT calculation (ωB97M-V with the def2-TZVPD basis set) of a cluster of 2 separate species, C2H3IN2O2 in total.

Last column: Mulliken charge in e.
Positions of all 10 atoms, in Å:
C -0.79388 0.14524 0.57644  -0.49
N -0.85927 1.43247 0.42563  0.18
O -1.67622 2.06919 -0.20413  -0.53
I 0.71351 2.59241 1.43174  0.09
H -1.59873 -0.44897 0.19917  0.44
H -0.27671 -0.10176 1.46199  0.26
C 0.82237 -0.83047 -1.09053  -0.25
N 1.30750 -1.82267 -0.71759  0.50
O 1.60865 -2.77224 -0.12558  -0.59
H 0.75277 -0.26319 -1.95715  0.39

Forces on the atoms, in the same order (eV/Å):
C -0.4 1.1 1.1
N -0.3 -0.1 0.3
O -0.1 0.5 -0.8
I -0.2 -0.3 -0.2
H -0.3 -0.1 -0.4
H 1.0 -0.9 0.3
C 0.6 -0.5 -0.2
N -1.2 1.9 -0.6
O 1.2 -2.5 1.4
H -0.2 1.0 -0.9

The value obtained for the HOMO energy is -9.1 eV. The largest force on an atom is 3.109 eV/A. For the relative energy (zero: lowest compared OMol25 entry of this formula, charge and spin), the calculation gives 6.7454 eV. The calculation puts the HOMO-LUMO gap at 7.744 eV. As for the SMILES: C=[N+]([O-])I.C#[N+][O-].

=====

6.
The following is a DFT calculation (ωB97M-V with the def2-TZVPD basis set) of an isolated molecule of C2H3IN4.

Last column: Mulliken charge in e.
Positions of all 10 atoms, in Å:
I -2.76251 0.05773 0.71221  0.05
C -0.77923 1.01980 0.41416  -0.64
N 0.21340 0.03211 0.09410  0.38
C 0.25801 -1.04709 -0.74861  0.03
N 1.50411 -1.47734 -0.84755  -0.28
N 2.20195 -0.55498 -0.16274  -0.28
N 1.53054 0.35217 0.37960  -0.25
H -0.91016 1.81288 -0.29513  0.38
H -0.61383 1.40798 1.32480  0.38
H -0.64228 -1.60327 -0.87085  0.24

Forces on the atoms, in the same order (eV/Å):
I 0.9 0.5 -0.3
C -1.9 -2.3 -2.2
N 1.1 0.3 -1.1
C 0.0 0.2 2.1
N -1.5 1.0 0.1
N 2.6 -0.3 -0.2
N -1.7 -0.3 0.0
H 0.0 0.0 -0.6
H 0.9 1.2 3.2
H -0.3 -0.2 -0.9

The value obtained for the HOMO energy is -10.4 eV. The largest force on an atom is 3.680 eV/A. For the relative energy (zero: lowest compared OMol25 entry of this formula, charge and spin), the calculation gives 0.0000 eV. The calculation puts the HOMO-LUMO gap at 9.976 eV. As for the SMILES: ICn1cnnn1.

=====

7.
The following is a DFT calculation (ωB97M-V with the def2-TZVPD basis set) of a cluster of 2 separate species, C2H3INO2 in total.

Last column: Mulliken charge in e.
Positions of all 9 atoms, in Å:
C 2.92029 -0.64063 -0.00385  0.35
C -1.91128 0.36043 0.05690  -0.67
N -0.74552 -0.46777 0.07847  -0.02
O 3.04913 -1.75046 0.17248  -0.06
O 0.35177 0.07039 -0.04876  -0.28
I 3.14079 1.29508 -0.04071  0.66
H -1.80745 1.36758 0.19985  0.41
H -2.56353 -0.38361 0.56070  0.32
H -2.43420 0.14899 -0.97508  0.28

Forces on the atoms, in the same order (eV/Å):
C 0.3 -1.6 0.7
C -1.6 -4.6 -2.5
N 2.2 0.2 -1.0
O -0.5 1.3 -0.5
O -1.6 -0.2 0.4
I 0.0 0.4 -0.2
H 0.1 2.4 0.9
H -0.4 1.6 0.9
H 1.4 0.5 1.3

The value obtained for the HOMO energy is -13.4 eV. The largest force on an atom is 5.458 eV/A. For the relative energy (zero: lowest compared OMol25 entry of this formula, charge and spin), the calculation gives 1.8012 eV. The calculation puts the HOMO-LUMO gap at 7.332 eV. The net charge is +1.

=====

8.
The following is a DFT calculation (ωB97M-V with the def2-TZVPD basis set) of a cluster of 2 separate species, C2H3IO in total.

Last column: Mulliken charge in e.
Positions of all 7 atoms, in Å:
C -0.39619 -1.19227 0.16601  -0.88
C -0.48273 -0.20222 -0.66769  0.69
O -0.60232 0.65977 -1.45561  -0.32
H 0.59505 -1.59361 0.48984  0.26
H -1.19091 -1.53379 0.70186  0.27
I 0.78630 2.85177 0.37231  -0.07
H 1.29079 1.01034 0.39328  0.05

Forces on the atoms, in the same order (eV/Å):
C 3.4 -0.1 0.0
C -0.6 1.4 -1.9
O 0.2 -1.5 1.0
H -0.9 0.5 -0.7
H -2.3 -0.7 1.2
I 1.1 -2.8 0.3
H -0.8 3.2 0.1

The value obtained for the HOMO energy is -9.5 eV. The largest force on an atom is 3.379 eV/A. For the relative energy (zero: lowest compared OMol25 entry of this formula, charge and spin), the calculation gives 1.8152 eV. The calculation puts the HOMO-LUMO gap at 8.947 eV. As for the SMILES: C=C=O.I.

=====

9.
The following is a DFT calculation (ωB97M-V with the def2-TZVPD basis set) of a cluster of 2 separate species, C2H3IS2 in total.

Last column: Mulliken charge in e.
Positions of all 8 atoms, in Å:
C 3.66408 -1.32541 -0.06958  0.46
C 0.23124 0.26913 0.59580  -0.72
S 3.96703 -1.08343 1.41910  -0.24
S 3.11384 -1.78482 -1.43902  -0.23
I 1.40197 1.97414 -0.26007  0.02
H -0.19534 -0.21896 -0.37744  0.26
H -0.56391 0.61093 1.42252  0.30
H 0.90250 -0.48966 1.05295  0.16

Forces on the atoms, in the same order (eV/Å):
C -0.8 -0.8 0.0
C -1.3 -0.4 -0.4
S 0.5 0.5 0.5
S 0.3 0.3 -0.5
I -0.7 -1.1 0.8
H 0.4 1.1 2.2
H 1.8 -0.6 -2.3
H -0.2 0.9 -0.3

The value obtained for the HOMO energy is -9.4 eV. The largest force on an atom is 2.992 eV/A. For the relative energy (zero: lowest compared OMol25 entry of this formula, charge and spin), the calculation gives 0.2325 eV. The calculation puts the HOMO-LUMO gap at 9.170 eV.

=====

10.
The following is a DFT calculation (ωB97M-V with the def2-TZVPD basis set) of a structure of composition C2H3InO2.

Last column: Mulliken charge in e.
Positions of all 8 atoms, in Å:
O 2.38850 0.19996 0.78513  -0.48
C 0.72843 0.98006 0.11233  0.45
O -0.45454 0.71113 0.46215  -0.15
C -1.16496 -0.47159 -0.02619  -0.52
H -1.88332 -0.14481 -0.78390  0.29
H -0.43828 -1.18662 -0.42708  0.33
H -1.68535 -0.88012 0.84367  0.26
In 2.50951 0.79200 -0.96611  0.82

Forces on the atoms, in the same order (eV/Å):
O -3.3 -0.5 2.8
C -3.4 -0.6 2.6
O 4.4 1.1 -0.5
C -1.0 -1.5 -0.1
H 0.3 0.1 0.2
H -0.2 0.2 0.2
H 0.2 0.1 -0.2
In 2.9 1.2 -4.9

The value obtained for the HOMO energy (spin up / spin down) is -14.4 / -15.0 eV. As for the expectation value of S²: 0.79. The largest force on an atom is 5.872 eV/A. For the relative energy (zero: lowest compared OMol25 entry of this formula, charge and spin), the calculation gives 4.8357 eV. The calculation puts the HOMO-LUMO gap (spin up / spin down) at 7.280 / 7.571 eV. The net charge is +1. Its spin multiplicity is 2.